1.
The following is a quantum chemistry calculation of a single CCl2FNO2 molecule in a non-equilibrium geometry, from the OMol25 dataset.

Output
Energy above the lowest of the compared OMol25 structures with the same formula, charge and spin ... 70.5 kcal/mol
Kohn-Sham gap (spin up / spin down) ... 8.598 / 7.379 eV

The geometry in ORCA input format:
```
! RIJCOSX wB97M-V def2-TZVPD def2/J DEFGRID3
* xyz 0 1
C 0.1975 -0.6632 0.2625
N 1.0072 0.6590 0.0479
O 1.7574 0.7062 -0.8652
O 0.8830 1.4513 0.9830
F 0.5451 -1.7326 -0.5080
Cl -3.0730 0.0680 -0.7540
Cl -1.3170 -0.4887 0.8339
*
```

---

2.
The following is a quantum chemistry calculation of a molecular structure, CCl2N2O4 in a non-equilibrium geometry, from the OMol25 dataset.

Output
Energy above the lowest of the compared OMol25 structures with the same formula, charge and spin ... 11.6 kcal/mol
Kohn-Sham gap ... 10.202 eV

The geometry in ORCA input format:
```
! RIJCOSX wB97M-V def2-TZVPD def2/J DEFGRID3
* xyz 0 1
C 0.8301 0.2227 0.0901
N -0.1122 -1.3740 0.2562
N -0.4074 1.2278 -0.3043
O -0.2718 -1.9623 -0.7671
O -0.3753 -1.5757 1.3978
O -1.1027 1.4957 0.6157
O -0.4112 1.5811 -1.4243
Cl 1.2012 0.4175 1.7257
Cl 2.0977 0.1880 -1.0936
*
```

---

3.
The following is a quantum chemistry calculation of a molecular structure, CCl2Na7O11 in a non-equilibrium geometry, from the OMol25 dataset.

Output
Energy above the lowest of the compared OMol25 structures with the same formula, charge and spin ... 0.0 kcal/mol
Kohn-Sham gap ... 1.415 eV

The geometry in ORCA input format:
```
! RIJCOSX wB97M-V def2-TZVPD def2/J DEFGRID3
* xyz 3 1
Na 3.9244 1.2744 -3.4760
Na -0.2378 -0.1267 -6.7916
Na -1.0054 4.1229 -1.0225
Na -0.4139 -5.6220 -2.8608
Na -5.9164 2.8796 -0.9934
Na -1.4762 -1.5869 3.4043
Na 2.9708 -2.9996 -0.4256
Cl -1.0174 -0.6525 -1.4149
O -0.9161 -2.0540 -0.8866
O -2.0887 0.0636 -0.8113
O 0.1996 -0.0848 -1.1917
O -1.3781 -0.8865 -2.7032
Cl 5.9163 1.3047 1.5885
O 4.8518 1.8207 0.8314
O 5.4754 0.9868 2.8812
O 6.6182 0.2754 0.8805
O 6.7822 2.4900 1.4873
C -5.5182 -0.2743 2.8449
O -5.4020 -1.3297 2.2410
O -5.2824 -0.3484 4.0428
O -6.0861 0.7472 2.3754
*
```

---

4.
The following is a quantum chemistry calculation of 2 unconnected molecules or ions with the total composition CCl2S2 in a non-equilibrium geometry, from the OMol25 dataset.

Output
Energy above the lowest of the compared OMol25 structures with the same formula, charge and spin ... 73.6 kcal/mol
Kohn-Sham gap (spin up / spin down) ... 8.829 / 5.306 eV

The geometry in ORCA input format:
```
! RIJCOSX wB97M-V def2-TZVPD def2/J DEFGRID3
* xyz 0 1
C 1.1865 -0.1392 -0.0043
S 2.0625 1.1624 -0.2476
S -2.8923 -0.1302 -0.3725
Cl 1.0425 -1.7710 0.1001
Cl -1.3992 0.8780 0.5244
*
```

---

5.
The following is a quantum chemistry calculation of a single CCl2S2 molecule, from the OMol25 dataset.

Output
Structure (SMILES) ... ClC1(Cl)SS1
Energy above the lowest of the compared OMol25 structures with the same formula, charge and spin ... 6.7 kcal/mol
Kohn-Sham gap ... 8.483 eV

The geometry in ORCA input format:
```
! RIJCOSX wB97M-V def2-TZVPD def2/J DEFGRID3
* xyz 0 1
Cl -0.4456 0.9178 -1.5673
C 0.0522 0.1738 -0.0569
Cl 1.0965 1.2487 0.8579
S -1.1753 -0.7690 0.8523
S 0.4722 -1.5712 -0.0859
*
```

---

6.
The following is a quantum chemistry calculation of a molecular structure, CCl4O2S in a non-equilibrium geometry, from the OMol25 dataset.

Output
Kohn-Sham gap (spin up / spin down) ... 6.607 / 6.057 eV
⟨S²⟩ ... 2.0094

The geometry in ORCA input format:
```
! RIJCOSX wB97M-V def2-TZVPD def2/J DEFGRID3
* xyz 0 3
C 0.4129 0.3350 0.8675
O -1.7777 -1.0024 -0.3557
O 0.4613 -1.4941 -1.3041
S -0.4606 -0.5772 -0.7086
Cl 0.5163 -0.8018 2.2666
Cl 1.9240 0.7551 0.1746
Cl -0.4873 1.7580 1.0130
Cl -0.5889 1.0274 -1.9534
*
```